Entry 1:
Computed, not measured: 2 unconnected molecules or ions with the total composition C3H9PS in a non-equilibrium geometry, with ωB97M-V/def2-TZVPD.

Structure (XYZ):
```
14
Properties=species:S:1:pos:R:3:mulliken_charge:R:1
C 1.44 -1.35 -0.42 -0.890
C 0.77 0.96 1.01 -0.819
C -1.80 -0.18 -0.61 -0.776
P 0.84 0.39 -0.66 0.132
S -2.64 1.06 0.23 -0.202
H 2.11 -1.76 -1.32 0.281
H 0.60 -2.05 -0.40 0.269
H 2.14 -1.16 0.31 0.340
H 0.58 0.14 1.73 0.285
H -0.03 1.76 1.12 0.291
H 1.79 1.43 1.06 0.310
H -2.08 -0.32 -1.71 0.318
H -1.73 -1.05 -0.09 0.366
H -1.99 2.12 -0.25 0.096
```

Orbital gap ... 7.646 eV
LUMO level ... 0.0 eV


Entry 2:
Computed, not measured: 2 unconnected molecules or ions with the total composition C3H9PS3 in a non-equilibrium geometry, with ωB97M-V/def2-TZVPD.

Structure (XYZ):
```
16
Properties=species:S:1:pos:R:3:lowdin_spin:R:1
C -0.64 -2.18 0.23 0.006
C -1.07 2.68 0.14 0.120
C 0.14 -1.43 -0.79 0.061
P 1.01 0.03 -0.22 0.389
S 1.64 1.24 -1.54 0.245
S 2.48 -0.80 1.04 0.116
S -1.02 1.38 1.31 0.980
H -1.22 -3.05 -0.32 0.000
H -0.13 -2.61 1.00 0.000
H -1.40 -1.49 0.66 0.007
H -0.53 3.53 0.70 0.040
H -2.05 3.04 0.03 0.018
H -0.67 2.23 -0.75 0.002
H -0.59 -0.94 -1.54 0.000
H 0.88 -1.89 -1.34 0.010
H 3.17 0.28 1.41 0.005
```

Orbital gap (alpha / beta) ... 7.301 / 6.424 eV
<S²> ... 2.007
LUMO level (alpha / beta) ... 0.7 / -2.4 eV
2S+1 ... 3


Entry 3:
Computed, not measured: a molecular structure, C3H9S in a non-equilibrium geometry, with ωB97M-V/def2-TZVPD.

Structure (XYZ):
```
13
Properties=species:S:1:pos:R:3:mulliken_charge:R:1
C -1.79 0.80 -1.06 -0.876
C -0.25 0.96 -1.00 -0.464
H -2.15 -0.22 -0.91 0.309
H -2.24 1.24 -1.95 0.284
H -2.22 1.25 -0.15 0.244
H 0.17 0.93 -2.00 0.250
H 0.12 1.87 -0.53 0.280
H 0.16 0.08 -0.48 0.027
C 1.70 -0.97 1.35 -0.940
S 1.45 -3.04 2.52 -0.759
H 1.91 -0.19 2.06 0.205
H 2.47 -1.60 1.01 0.227
H 0.67 -1.13 1.13 0.212
```

Orbital gap ... 6.030 eV
Net charge ... -1
LUMO level ... 3.6 eV


Entry 4:
Computed, not measured: 2 unconnected molecules or ions with the total composition C3H9S in a non-equilibrium geometry, with ωB97M-V/def2-TZVPD.

Structure (XYZ):
```
13
Properties=species:S:1:pos:R:3:mulliken_charge:R:1
C 0.55 2.01 0.76 -0.833
C 1.11 0.69 1.31 -0.790
H -0.10 1.84 -0.09 0.264
H 0.03 2.55 1.54 0.272
H 1.35 2.63 0.37 0.264
H 1.84 0.97 2.09 0.309
H 1.77 0.25 0.57 0.259
H 0.31 0.10 1.73 0.244
C -1.42 -2.29 -1.58 -0.683
S -0.92 -0.99 -2.76 -0.775
H -1.10 -3.30 -1.87 0.190
H -2.50 -2.36 -1.46 0.186
H -0.92 -2.10 -0.62 0.094
```

Orbital gap ... 5.849 eV
Net charge ... -1
LUMO level ... 3.9 eV


Entry 5:
Computed, not measured: 2 unconnected molecules or ions with the total composition C3H9S2 in a non-equilibrium geometry, with ωB97M-V/def2-TZVPD.

Structure (XYZ):
```
14
Properties=species:S:1:pos:R:3:mulliken_charge:R:1
C -0.12 -1.22 2.17 -0.644
S 0.75 -1.83 0.66 -0.551
H 0.49 -0.36 2.59 0.197
H -0.04 -2.15 2.87 0.180
H -1.18 -0.86 2.01 0.193
C -1.91 0.91 -1.34 -0.920
C -0.81 1.81 -0.91 -0.398
S 0.86 1.05 -0.71 -0.323
H -1.73 0.63 -2.40 0.225
H -1.93 0.04 -0.68 0.340
H -2.86 1.46 -1.41 0.287
H -0.98 2.19 0.10 0.260
H -0.74 2.65 -1.68 0.249
H 0.16 -0.18 -0.12 -0.095
```

Orbital gap ... 6.190 eV
Net charge ... -1
LUMO level ... 3.7 eV


Entry 6:
Computed, not measured: 2 unconnected molecules or ions with the total composition C3H9S2 in a non-equilibrium geometry, with ωB97M-V/def2-TZVPD.

Structure (XYZ):
```
14
Properties=species:S:1:pos:R:3:mulliken_charge:R:1
C 0.26 -2.51 -1.02 -0.526
S 1.20 -3.46 0.26 -0.273
H 0.44 -1.48 -0.77 0.097
H -0.77 -2.89 -0.99 0.243
H 0.59 -2.92 -1.98 0.256
C -0.32 2.50 -0.13 -0.989
C -0.65 1.35 0.82 -0.334
S 0.71 1.22 2.10 -0.699
H 0.35 2.16 -0.93 0.213
H -1.08 3.25 -0.43 0.329
H 0.31 3.19 0.44 0.262
H -0.75 0.42 0.26 0.019
H -1.63 1.56 1.24 0.236
H 1.35 -2.40 1.14 0.167
```

Orbital gap ... 5.714 eV
Net charge ... -1
LUMO level ... 3.3 eV


Entry 7:
Computed, not measured: a molecular structure, C3HAgO2 in a non-equilibrium geometry, with ωB97M-V/def2-TZVPD.

Structure (XYZ):
```
7
Properties=species:S:1:pos:R:3:lowdin_spin:R:1
C -1.25 -3.02 0.44 0.037
H -0.98 -4.07 0.49 -0.006
C -1.50 -1.83 0.37 0.958
O -2.78 1.64 -0.02 0.010
C -3.46 2.50 -0.38 0.000
Ag -5.90 4.96 -1.62 0.000
O -4.07 3.45 -0.68 0.000
```

Orbital gap (alpha / beta) ... 6.017 / 5.543 eV
Net charge ... +1
<S²> ... 0.777
LUMO level (alpha / beta) ... -7.0 / -7.0 eV
2S+1 ... 2


Entry 8:
Computed, not measured: a molecular structure, C3HBaO3 in a non-equilibrium geometry, with ωB97M-V/def2-TZVPD.

Structure (XYZ):
```
8
Properties=species:S:1:pos:R:3:mulliken_charge:R:1
O -3.35 -0.21 -0.17 -0.359
C -2.20 -0.02 -0.19 0.978
C -0.94 0.36 -0.22 -1.028
O 0.07 -0.64 0.01 -0.226
C 1.24 -0.09 0.10 -0.171
O 2.18 -0.91 -0.17 -0.349
Ba 0.45 2.53 -0.11 1.660
H 2.55 -1.03 0.76 0.495
```

Orbital gap ... 6.991 eV
Net charge ... +1
LUMO level ... -4.7 eV


Entry 9:
Computed, not measured: 2 unconnected molecules or ions with the total composition C3HBr2NO in a non-equilibrium geometry, with ωB97M-V/def2-TZVPD.

Structure (XYZ):
```
8
Properties=species:S:1:pos:R:3:mulliken_charge:R:1
N 0.92 3.21 -1.23 -0.384
C 0.89 2.40 -0.40 0.050
C 0.30 1.49 0.60 -0.201
Br -1.50 2.06 0.69 -0.006
C 1.16 1.13 1.47 0.836
O 1.84 0.63 2.26 -0.276
Br -1.18 -0.77 3.07 -0.213
H -2.26 -0.02 3.22 0.194
```

Orbital gap ... 8.773 eV
SMILES ... N#CC(Br)=C=O.Br
LUMO level ... -1.2 eV


Entry 10:
Computed, not measured: a single C3HCl2NO molecule in a non-equilibrium geometry, with ωB97M-V/def2-TZVPD.

Structure (XYZ):
```
8
Properties=species:S:1:pos:R:3:mulliken_charge:R:1
N -2.70 0.85 -0.49 -0.289
C -1.66 0.56 -0.22 0.201
C -0.18 -0.08 -0.21 0.089
Cl -0.50 -1.69 -0.98 -0.113
C 1.07 -0.13 0.69 0.350
O 1.69 -1.11 0.82 -0.327
Cl 1.90 1.19 1.39 -0.134
H 0.38 0.41 -0.99 0.222
```

Orbital gap ... 11.534 eV
SMILES ... N#C[C@H](Cl)C(=O)Cl
LUMO level ... 0.2 eV


Entry 11:
Computed, not measured: 2 unconnected molecules or ions with the total composition C3HCl3O in a non-equilibrium geometry, with ωB97M-V/def2-TZVPD.

Structure (XYZ):
```
8
Properties=species:S:1:pos:R:3:mulliken_charge:R:1
C 1.86 0.54 0.36 0.832
C 1.25 -0.21 -0.56 -0.776
C -2.26 -0.57 -0.11 0.010
O 2.49 1.16 1.11 -0.300
Cl -0.26 0.25 -1.27 -0.077
Cl -1.55 -0.89 1.42 -0.077
Cl -3.16 0.80 -0.11 -0.030
H 1.63 -1.08 -0.84 0.418
```

Orbital gap ... 8.209 eV
LUMO level ... -0.4 eV


Entry 12:
Computed, not measured: a single C3HCl3O molecule in a non-equilibrium geometry, with ωB97M-V/def2-TZVPD.

Structure (XYZ):
```
8
Properties=species:S:1:pos:R:3:lowdin_spin:R:1
C 0.99 -0.23 1.42 0.476
C 0.35 -0.50 0.11 0.197
C 1.78 0.18 0.18 0.228
O 0.97 -0.38 2.58 0.696
Cl 0.12 -2.23 -0.43 0.156
Cl 1.92 1.79 -0.45 0.103
Cl 3.11 -0.89 -0.29 0.119
H -0.41 0.03 -0.33 0.025
```

Orbital gap (alpha / beta) ... 8.027 / 7.094 eV
<S²> ... 2.012
LUMO level (alpha / beta) ... 0.6 / -3.7 eV
2S+1 ... 3


Short version: ΔE to the lowest compared entry with this formula, charge and spin = 74.4, 0.0, 61.5, 15.8, 33.4, 28.6, 44.8, 0.0, 22.3, 27.0, 98.8, 12.2 kcal/mol, in the order given.